24
Properties=species:S:1:pos:R:3 method="wB97M-V/def2-TZVPD" multiplicity=1 homo_lumo_gap_ev=7.6 total_charge=-1 de_lowest_kj_mol=5.98 homo_energy_ev=-4.07 e_lumo_ha=0.1303
C -0.21 2.45 -0.86
C 1.04 1.86 -0.75
C -1.01 2.53 0.27
C 1.42 1.37 0.49
C -0.51 2.03 1.46
C -3.54 -0.87 0.66
C 1.82 -3.03 -0.32
C 2.72 -2.81 0.60
C -1.23 -0.63 -0.70
N 0.68 1.47 1.58
N -0.91 -0.47 -1.82
O -1.75 -1.19 0.27
O -3.77 0.21 0.27
O -3.88 -1.86 1.19
O -0.31 0.16 -2.72
H -0.55 2.82 -1.81
H 1.67 1.74 -1.61
H -2.00 2.96 0.22
H 2.38 0.88 0.62
H 1.09 -2.28 -0.60
H 1.76 -3.96 -0.85
H -1.10 2.07 2.37
H 2.77 -1.87 1.14
H 3.45 -3.55 0.88